C18H32N2O6 | wB97M-V/def2-TZVPD

Each line ends with the Löwdin charge.
Atoms and positions in Å:
C1 -5.595 6.972 4.300  -0.068
C2 -5.015 7.880 3.244  -0.216
O1 -3.778 7.298 2.800  -0.010
C3 -3.131 7.969 1.842  -0.479
O2 -3.513 9.004 1.367  0.122
C4 -1.831 7.314 1.433  -0.060
N1 -1.667 5.975 1.934  0.085
C5 -1.112 4.985 1.194  -0.439
O3 -0.702 5.177 0.059  0.065
C6 -1.041 3.627 1.866  -0.229
C7 0.403 3.234 2.210  -0.131
C8 1.477 3.298 1.122  -0.155
C9 1.109 2.725 -0.249  -0.145
N2 0.104 1.667 -0.214  -0.026
C10 0.335 0.418 0.279  -0.414
O4 -0.568 -0.332 0.604  0.085
C11 1.786 -0.065 0.291  -0.250
O5 1.971 -1.069 1.261  0.019
C12 2.181 -0.488 -1.132  -0.291
O6 3.413 -1.185 -1.119  -0.144
C13 4.514 -0.413 -0.702  -0.083
C14 1.167 -1.353 -1.880  -0.354
C15 0.881 -2.704 -1.230  -0.052
C16 1.626 -1.535 -3.323  -0.062
C17 -1.276 2.126 -0.260  -0.137
C18 -1.824 2.563 1.089  -0.115
H1 -6.538 7.382 4.660  0.081
H2 -5.787 5.977 3.896  0.080
H3 -4.918 6.875 5.148  0.079
H4 -5.686 7.984 2.392  0.129
H5 -4.822 8.879 3.635  0.128
H6 -1.796 7.299 0.346  0.137
H7 -1.022 7.970 1.767  0.144
H8 -2.009 5.773 2.857  0.136
H9 -1.556 3.707 2.831  0.136
H10 0.739 3.865 3.038  0.118
H11 0.365 2.221 2.625  0.123
H12 1.797 4.332 0.974  0.114
H13 2.352 2.767 1.509  0.104
H14 0.721 3.507 -0.894  0.112
H15 2.017 2.366 -0.743  0.109
H16 2.439 0.755 0.599  0.122
H17 2.118 -1.908 0.813  0.085
H18 2.292 0.438 -1.719  0.145
H19 5.410 -1.002 -0.887  0.093
H20 4.583 0.521 -1.275  0.097
H21 4.471 -0.178 0.366  0.090
H22 0.226 -0.795 -1.898  0.138
H23 1.801 -3.277 -1.087  0.088
H24 0.367 -2.592 -0.274  0.075
H25 0.224 -3.294 -1.871  0.082
H26 2.559 -2.099 -3.369  0.083
H27 0.873 -2.079 -3.896  0.079
H28 1.789 -0.573 -3.814  0.081
H29 -1.335 2.924 -0.998  0.120
H30 -1.896 1.304 -0.623  0.127
H31 -1.891 1.675 1.722  0.118
H32 -2.851 2.912 0.942  0.126

Computed properties:
Structure (SMILES) ... CCOC(=O)CNC(=O)[C@@H]1CCCN(C(=O)[C@@H](O)[C@@H](OC)C(C)C)CC1
Maximum force ... 0.449 eV/A
Energy relative to the best compared isomer or geometry (same formula, charge and spin) ... 4.6 kcal/mol
HOMO level ... -9.1450 eV



C18H32N3PtS2Si4Te | wB97M-V/def2-TZVPD

Each line ends with the Löwdin charge.
Atoms and positions in Å:
Pt1 0.302 0.778 -2.371  0.063
S1 1.508 2.016 -3.822  0.531
C1 0.365 1.729 -5.076  -1.127
S2 -0.861 0.724 -4.390  0.518
C2 0.418 2.215 -6.360  -0.375
C3 -0.616 1.922 -7.295  -0.255
N1 -1.453 1.685 -8.051  0.134
C4 1.499 3.046 -6.774  -0.254
N2 2.378 3.719 -7.097  0.135
C5 -1.456 5.763 -2.067  -0.085
C6 -1.014 5.142 -0.911  -0.070
C7 -1.122 3.762 -0.818  -0.151
N3 -1.624 2.995 -1.782  0.042
C8 -2.050 3.605 -2.887  -0.173
C9 -1.989 4.978 -3.076  -0.066
H1 -1.376 6.837 -2.183  0.100
H2 -0.579 5.708 -0.098  0.099
H3 -0.762 3.248 0.064  0.078
H4 -2.433 2.959 -3.668  0.073
H5 -2.340 5.413 -4.002  0.101
C10 2.596 -3.760 -0.119  -0.230
Si1 0.870 -3.375 0.505  0.307
C11 0.467 -4.565 1.916  -0.225
C12 -0.355 -3.671 -0.889  -0.218
Si2 0.733 -1.152 1.204  -0.028
Te1 2.030 0.232 -0.424  0.292
Si3 1.737 -0.906 3.294  0.304
C13 3.424 -1.741 3.261  -0.225
C14 0.708 -1.696 4.663  -0.220
C15 1.990 0.907 3.712  -0.225
Si4 -1.499 -0.498 1.292  0.322
C16 -2.250 -0.466 -0.432  -0.209
C17 -1.577 1.203 2.084  -0.218
C18 -2.548 -1.673 2.330  -0.216
H6 2.671 -4.799 -0.452  0.027
H7 3.344 -3.596 0.661  0.015
H8 2.844 -3.106 -0.957  0.011
H9 0.451 -5.600 1.563  0.024
H10 -0.508 -4.345 2.358  0.015
H11 1.216 -4.495 2.710  0.013
H12 -0.253 -4.678 -1.301  0.028
H13 -0.187 -2.956 -1.699  0.029
H14 -1.385 -3.550 -0.542  0.013
H15 3.326 -2.816 3.093  0.013
H16 3.957 -1.594 4.205  0.026
H17 4.036 -1.331 2.455  0.028
H18 0.453 -2.732 4.426  0.012
H19 -0.225 -1.149 4.818  0.016
H20 1.260 -1.690 5.608  0.026
H21 2.562 1.394 2.919  0.016
H22 2.530 1.027 4.655  0.026
H23 1.035 1.431 3.797  0.012
H24 -1.520 -0.220 -1.210  -0.048
H25 -3.047 0.275 -0.509  0.035
H26 -2.651 -1.446 -0.703  0.025
H27 -0.874 1.871 1.585  0.001
H28 -1.279 1.144 3.134  0.016
H29 -2.576 1.642 2.035  0.033
H30 -2.585 -2.662 1.865  0.017
H31 -3.575 -1.309 2.420  0.028
H32 -2.141 -1.793 3.337  0.012

Computed properties:
Total charge ... -1
Maximum force ... 0.480 eV/A
Energy relative to the best compared isomer or geometry (same formula, charge and spin) ... 18.8 kcal/mol
HOMO level ... -4.4418 eV



C18H32N6OPbSi2 | wB97M-V/def2-TZVPD

Each line ends with the Löwdin charge.
Atoms and positions in Å:
Pb1 0.660 -0.104 -0.781  1.472
C1 -1.079 -1.376 3.396  -0.165
Si1 -0.452 0.290 2.648  0.436
C2 -0.753 1.669 3.927  -0.179
C3 1.473 0.202 2.529  -0.193
C4 -1.252 0.791 1.074  -0.499
C5 -1.122 2.058 0.496  -0.462
C6 -1.826 3.215 1.007  -0.021
C7 -1.726 4.472 0.404  -0.063
C8 -0.849 4.573 -0.665  -0.067
C9 -0.184 3.423 -1.181  -0.100
N1 -0.398 2.210 -0.646  -0.020
Si2 -2.781 -0.193 0.590  0.412
C10 -3.568 0.671 -0.986  -0.172
C11 -4.121 -0.317 1.883  -0.187
C12 -2.515 -1.960 0.033  -0.216
H1 -1.931 -1.101 4.028  0.025
H2 -0.289 -1.703 4.038  0.006
H3 -1.417 -2.190 2.713  0.022
H4 -1.676 2.228 3.703  0.016
H5 0.129 2.335 3.919  0.028
H6 -0.837 1.194 4.928  0.032
H7 1.650 -0.845 2.895  0.033
H8 1.816 0.999 3.221  0.033
H9 1.977 0.336 1.581  -0.056
H10 -2.552 3.048 1.830  0.114
H11 -2.217 5.351 0.775  0.101
H12 -0.541 5.482 -1.073  0.074
H13 0.554 3.509 -1.968  0.099
H14 -3.685 1.753 -0.783  0.023
H15 -4.636 0.298 -1.214  0.053
H16 -2.948 0.540 -1.863  0.008
H17 -5.045 0.167 1.522  0.033
H18 -3.857 0.079 2.868  0.021
H19 -4.387 -1.362 2.064  0.027
H20 -1.705 -2.065 -0.731  -0.017
H21 -3.508 -2.307 -0.457  0.069
H22 -2.209 -2.733 0.758  0.016
N2 2.652 -1.802 0.041  -0.085
C13 3.592 -2.223 -0.992  -0.254
C14 2.958 -3.233 -2.061  -0.192
C15 1.843 -2.720 -2.956  -0.260
N3 0.583 -2.500 -2.184  -0.092
H23 3.117 -1.326 0.773  0.040
H24 2.343 -2.663 0.522  0.102
H25 4.440 -2.864 -0.575  0.127
H26 4.033 -1.470 -1.650  0.093
H27 2.649 -4.121 -1.482  0.107
H28 3.841 -3.479 -2.651  0.108
H29 1.733 -3.448 -3.799  0.123
H30 2.128 -1.743 -3.382  0.096
H31 0.325 -3.341 -1.609  0.100
H32 -0.156 -2.429 -2.860  0.066
O1 0.889 1.052 -2.843  -0.437
N4 1.817 1.034 -3.874  0.054
C16 3.069 0.989 -3.432  -0.354
C17 4.273 0.611 -4.076  -0.192
N5 5.296 0.189 -4.426  0.159
C18 3.245 1.379 -2.074  -0.194
N6 3.135 1.469 -0.893  0.148

Computed properties:
Maximum force ... 5.032 eV/A
Energy relative to the best compared isomer or geometry (same formula, charge and spin) ... 59.1 kcal/mol
HOMO level ... -6.8051 eV



C18H32N6OReS3Te | wB97M-V/def2-TZVPD

Each line ends with the Löwdin charge.
Atoms and positions in Å:
Re1 0.432 0.452 -0.261  0.537
C1 -5.350 1.316 2.437  -0.018
C2 -4.398 0.969 1.330  -0.212
C3 -3.253 1.737 1.102  0.033
C4 -2.346 1.412 0.077  -0.293
C5 -1.148 2.304 -0.113  -0.085
C6 -2.593 0.273 -0.722  -0.167
C7 -1.655 -0.121 -1.815  -0.144
O1 -0.518 0.318 -1.940  -0.284
C8 -3.744 -0.518 -0.494  -0.161
C9 -4.063 -1.747 -1.303  -0.026
C10 -4.633 -0.153 0.532  0.040
H1 -5.139 2.307 2.853  0.089
H2 -5.269 0.581 3.244  0.102
H3 -6.379 1.329 2.064  0.100
H4 -3.063 2.607 1.730  0.134
H5 -1.198 3.186 0.534  0.129
H6 -1.102 2.673 -1.143  0.127
H7 -0.228 1.768 0.140  -0.127
H8 -2.026 -0.862 -2.539  0.152
H9 -3.229 -2.455 -1.271  0.089
H10 -4.279 -1.472 -2.341  0.102
H11 -4.943 -2.270 -0.913  0.094
H12 -5.521 -0.756 0.719  0.136
C11 3.776 1.518 -5.471  -0.050
N1 3.026 1.320 -4.254  -0.029
C12 3.173 0.437 -3.255  -0.702
S1 2.045 0.443 -2.023  0.816
N2 4.176 -0.451 -3.192  -0.033
C13 5.321 -0.659 -4.045  -0.052
H13 3.303 2.325 -6.037  0.105
H14 3.758 0.604 -6.066  0.093
H15 4.801 1.806 -5.230  0.091
H16 2.208 1.908 -4.138  0.128
H17 4.130 -1.034 -2.363  0.125
H18 4.990 -0.950 -5.043  0.090
H19 5.923 -1.466 -3.619  0.104
H20 5.920 0.252 -4.085  0.094
Te1 0.122 0.575 2.446  1.175
C14 -0.115 0.672 4.545  -1.013
C15 -0.387 1.814 5.282  -0.250
C16 -0.490 1.568 6.656  -0.178
C17 -0.298 0.236 6.997  -0.380
S2 -0.001 -0.638 5.590  0.940
H21 -0.508 2.794 4.841  0.100
H22 -0.698 2.342 7.383  0.113
H23 -0.334 -0.170 7.999  0.084
N3 3.360 1.002 1.424  0.010
N4 2.278 0.589 0.577  -0.461
H24 4.281 0.836 1.009  0.094
H25 3.351 0.501 2.318  0.077
H26 2.408 -0.374 0.185  -0.011
H27 2.105 1.282 -0.186  -0.038
N5 0.692 -4.240 1.117  0.125
C18 0.636 -3.578 -0.054  -0.847
N6 0.653 -4.358 -1.150  0.117
S3 0.553 -1.930 -0.138  0.708
H28 0.743 -5.245 1.176  0.127
H29 0.683 -3.710 1.980  0.117
H30 0.703 -5.364 -1.106  0.126
H31 0.613 -3.921 -2.063  0.114
H32 -1.256 0.385 0.086  0.025

Computed properties:
Multiplicity ... 4
Total charge ... +2
Maximum force ... 4.934 eV/A
Energy relative to the best compared isomer or geometry (same formula, charge and spin) ... 0.0 kcal/mol
HOMO level (alpha / beta) ... -12.3385 / -12.3070 eV